Formula: C16H22BGaO10P
Source: OMol25
Level of theory: the ωB97M-V functional and the def2-TZVPD basis

The energy above the lowest of the compared OMol25 structures with the same formula, charge and spin comes out at 33.9 kJ/mol. As for the frontier orbital gap: 7.710 eV. Its spin multiplicity is 1. As for the charge: -1. The LUMO energy comes out at 2.66 eV.

Last column: Mulliken charge in e.
Geometry (Å):
Ga1 -2.287 1.623 -1.953  -0.199
P1 0.455 0.957 -1.028  0.230
O1 -3.470 -2.416 -0.463  -0.558
O2 -0.850 0.195 -1.260  0.486
O3 -3.074 0.022 -2.956  -0.461
O4 -2.060 -0.581 1.651  -0.256
O5 -3.591 -2.149 -3.248  -0.654
O6 -3.425 -0.180 -0.348  -0.525
O7 0.364 2.321 -0.462  -0.795
O8 1.209 1.059 -2.440  -0.432
O9 1.376 -0.013 -0.158  -0.119
O10 -4.216 0.216 1.902  -0.490
C1 -3.350 -1.163 -2.583  0.531
C2 3.274 1.460 0.278  -1.614
C3 1.688 0.709 -4.701  -1.814
C4 3.085 -0.872 1.173  -1.727
C5 1.558 -0.004 -3.367  2.007
C6 -3.403 -1.373 -1.039  0.746
C7 -2.323 -0.361 2.983  0.561
C8 -1.486 -0.558 4.051  -0.672
C9 -1.997 -0.236 5.312  -0.709
C10 2.334 0.404 0.838  1.860
C11 0.500 -1.095 -3.459  -1.624
C12 -3.608 0.122 3.134  0.859
C13 -3.290 0.253 5.465  -0.425
C14 -4.131 0.438 4.362  -1.037
C15 1.581 0.927 2.052  -1.451
C16 2.897 -0.583 -2.939  -1.526
B1 -3.240 -0.218 1.010  0.766
H1 3.632 -1.236 0.302  0.404
H2 2.825 -1.040 -1.953  0.155
H3 -0.482 -0.935 3.911  0.451
H4 0.375 -1.635 -2.521  0.255
H5 2.011 0.008 -5.474  0.397
H6 2.383 -1.644 1.491  0.351
H7 0.729 1.135 -4.996  0.415
H8 -3.653 0.495 6.455  0.362
H9 3.213 -1.346 -3.654  0.467
H10 0.950 1.771 1.774  0.345
H11 -0.475 -0.693 -3.733  0.299
H12 2.293 1.252 2.815  0.520
H13 4.012 1.712 1.044  0.516
H14 3.801 1.078 -0.598  0.238
H15 0.813 -1.806 -4.229  0.549
H16 0.953 0.138 2.472  0.068
H17 -1.369 -0.366 6.184  0.371
H18 -5.139 0.817 4.461  0.472
H19 3.657 0.201 -2.907  0.310
H20 2.417 1.517 -4.628  0.385
H21 2.733 2.364 -0.004  0.312
H22 3.799 -0.691 1.981  0.397

Formula: C16H22Br2ClN5O2RuSSi
Source: OMol25
Level of theory: the ωB97M-V functional and the def2-TZVPD basis

As for the frontier orbital gap (spin up / spin down): 6.353 / 5.906 eV. Its spin multiplicity is 2. As for the charge: +1. The LUMO energy (spin up / spin down) comes out at -3.33 / -3.33 eV.

Last column: Löwdin spin population.
Geometry (Å):
Ru1 -0.184 0.252 0.644  0.954
Br1 -2.904 -4.738 4.620  -0.002
Br2 -3.288 -4.655 -3.271  0.000
Cl1 0.159 4.708 -1.965  0.000
S1 -0.059 2.623 1.521  0.003
Si1 2.037 1.011 -2.367  0.000
O1 0.494 1.622 -2.631  0.000
O2 -1.086 1.679 -1.065  0.016
N1 0.229 3.332 4.018  0.002
N2 1.294 1.344 3.447  0.001
N3 1.752 0.456 2.451  0.032
N4 -1.286 -1.250 1.958  0.010
N5 -1.189 -1.375 -0.703  -0.006
C1 -2.428 -3.342 -2.196  -0.001
C2 -1.841 -2.399 -0.063  -0.002
C3 0.516 2.407 3.092  0.002
C4 -2.295 -3.306 3.526  -0.007
C5 2.132 -0.510 -1.197  0.003
C6 -2.365 -3.396 2.164  0.001
C7 -1.849 -2.358 1.358  -0.007
C8 -1.741 -2.151 4.125  0.002
C9 -1.180 -1.330 -2.028  -0.001
C10 -0.960 3.481 -2.633  0.001
C11 -0.524 2.169 -2.024  0.002
C12 -1.767 -2.276 -2.833  -0.002
C13 3.022 2.410 -1.533  0.000
C14 -1.276 -1.168 3.287  -0.003
C15 2.438 0.518 -4.149  0.000
C16 -2.468 -3.412 -0.830  -0.002
H1 1.870 -0.474 2.854  0.000
H2 2.580 1.399 -4.769  0.000
H3 -2.981 -4.228 -0.347  0.000
H4 -0.862 -0.254 3.705  0.000
H5 -1.971 3.745 -2.331  0.000
H6 4.090 2.292 -1.708  0.000
H7 0.458 3.234 4.994  0.000
H8 1.874 1.443 4.278  0.001
H9 2.861 2.433 -0.455  0.000
H10 3.340 -0.084 -4.218  0.000
H11 -1.738 -2.203 -3.905  0.000
H12 -0.842 3.479 -3.713  0.000
H13 2.645 0.772 2.057  0.001
H14 -2.785 -4.267 1.695  0.000
H15 1.623 -0.062 -4.580  0.000
H16 -0.675 -0.492 -2.486  0.000
H17 -0.406 4.068 3.753  0.000
H18 -1.691 -2.054 5.194  0.000
H19 2.742 3.386 -1.919  0.000
H20 1.382 -0.478 -0.353  0.002
H21 1.980 -1.449 -1.724  0.000
H22 3.123 -0.552 -0.747  0.001

no.,energy (eV)
1,-99776.747
2,-202391.971